(1)
A cluster of 15 separate species, C31H74Cl6N11O21 in total in a non-equilibrium geometry. Source: the OMol25 dataset; level of theory: wB97M-V/def2-TZVPD.

Cartesian coordinates (Å):
1 C 4.663 -23.881 -3.727
2 C 3.768 -24.471 -2.629
3 C 4.702 -25.298 -1.618
4 C 3.959 -25.659 -0.329
5 C 3.386 -24.361 0.324
6 C 2.386 -23.568 -0.566
7 N 3.054 -23.338 -1.892
8 O 2.375 -22.313 -2.730
9 C 2.144 -22.190 0.175
10 C 1.117 -24.306 -0.662
11 C 2.793 -25.513 -3.257
12 H 4.049 -23.554 -4.565
13 H 5.312 -24.604 -4.221
14 H 5.347 -23.127 -3.337
15 H 5.611 -24.789 -1.296
16 H 4.986 -26.224 -2.119
17 H 4.742 -25.978 0.359
18 H 3.210 -26.434 -0.490
19 H 4.285 -23.826 0.628
20 H 2.954 -24.608 1.294
21 H 1.341 -21.620 -0.292
22 H 3.007 -21.529 0.094
23 H 1.918 -22.388 1.223
24 H 0.504 -24.194 0.233
25 H 1.286 -25.378 -0.762
26 H 0.520 -24.077 -1.544
27 H 2.135 -25.911 -2.485
28 H 3.293 -26.297 -3.827
29 H 2.152 -24.982 -3.960
30 C 0.166 -28.018 -2.814
31 C -1.119 -28.632 -3.337
32 C -0.993 -30.092 -3.638
33 C -2.240 -30.648 -4.390
34 C -3.557 -30.555 -3.612
35 C -4.769 -30.911 -4.477
36 H 0.023 -26.949 -2.654
37 H 1.028 -28.091 -3.476
38 H 0.429 -28.428 -1.839
39 H -2.002 -28.410 -2.739
40 H -1.413 -28.063 -4.219
41 H -0.843 -30.610 -2.691
42 H -0.111 -30.253 -4.259
43 H -2.247 -30.019 -5.280
44 H -2.131 -31.668 -4.759
45 H -3.477 -31.261 -2.786
46 H -3.698 -29.585 -3.135
47 H -5.654 -30.729 -3.868
48 H -4.844 -30.273 -5.357
49 H -4.883 -31.967 -4.723
50 Cl 2.102 -31.734 -3.245
51 C 3.179 -30.277 -3.387
52 C 3.181 -29.798 -4.839
53 Cl 4.040 -31.013 -5.838
54 H 4.144 -30.582 -2.981
55 H 2.757 -29.490 -2.762
56 H 3.780 -28.889 -4.772
57 H 2.175 -29.616 -5.218
58 Cl 2.905 -26.989 3.155
59 C 4.597 -27.333 3.689
60 C 4.862 -26.457 4.915
61 Cl 4.847 -24.747 4.433
62 H 5.355 -27.113 2.937
63 H 4.631 -28.383 3.979
64 H 5.869 -26.630 5.294
65 H 4.233 -26.680 5.777
66 Cl 7.557 -27.573 0.988
67 C 8.413 -26.811 -0.420
68 C 8.035 -27.489 -1.722
69 Cl 9.005 -26.934 -3.065
70 H 9.471 -27.028 -0.268
71 H 8.349 -25.735 -0.254
72 H 6.977 -27.277 -1.875
73 H 8.092 -28.577 -1.684
74 C 4.324 -29.087 0.442
75 N 3.848 -30.386 0.995
76 O 4.309 -31.445 0.557
77 O 2.971 -30.360 1.851
78 H 3.482 -28.574 -0.024
79 H 5.211 -29.299 -0.155
80 H 4.626 -28.472 1.289
81 C 6.128 -21.403 -7.390
82 N 4.830 -21.996 -6.819
83 O 4.625 -23.205 -7.075
84 O 4.033 -21.324 -6.131
85 H 6.015 -20.338 -7.592
86 H 6.394 -21.947 -8.296
87 H 6.890 -21.525 -6.621
88 C 6.231 -22.802 2.100
89 N 7.456 -22.207 2.690
90 O 7.349 -21.643 3.785
91 O 8.463 -22.231 1.958
92 H 5.380 -22.548 2.733
93 H 6.206 -23.892 2.108
94 H 6.039 -22.375 1.116
95 C -2.674 -24.214 0.848
96 N -2.780 -25.422 -0.066
97 O -3.936 -25.679 -0.450
98 O -1.774 -26.057 -0.376
99 H -3.043 -24.577 1.807
100 H -3.234 -23.375 0.436
101 H -1.622 -23.986 1.022
102 C 1.163 -23.883 4.076
103 N 0.171 -24.838 4.702
104 O -0.184 -24.646 5.838
105 O -0.212 -25.738 3.987
106 H 1.129 -24.064 3.002
107 H 2.140 -24.144 4.484
108 H 0.835 -22.856 4.238
109 C 5.477 -20.719 -1.333
110 N 4.526 -19.902 -2.174
111 O 4.713 -19.964 -3.421
112 O 3.586 -19.347 -1.635
113 H 5.221 -20.680 -0.274
114 H 6.435 -20.217 -1.469
115 H 5.470 -21.759 -1.659
116 C 8.573 -23.750 -4.375
117 N 8.580 -22.530 -3.628
118 O 8.845 -22.630 -2.442
119 O 8.192 -21.514 -4.158
120 H 9.041 -24.512 -3.751
121 H 9.114 -23.808 -5.319
122 H 7.564 -24.062 -4.643
123 C 1.058 -18.138 0.053
124 N 0.241 -18.864 -0.915
125 O 0.757 -19.286 -1.919
126 O -0.925 -19.066 -0.627
127 H 1.908 -17.680 -0.452
128 H 1.369 -18.854 0.814
129 H 0.518 -17.432 0.685
130 C -1.327 -23.661 -3.291
131 N -1.246 -22.327 -2.598
132 O -0.634 -21.426 -3.201
133 O -1.772 -22.244 -1.516
134 H -0.318 -23.833 -3.665
135 H -2.031 -23.546 -4.116
136 H -1.720 -24.319 -2.516
137 C 1.671 -24.358 -7.484
138 N 1.134 -23.649 -6.274
139 O 0.006 -23.931 -5.847
140 O 1.779 -22.756 -5.781
141 H 0.863 -24.655 -8.152
142 H 2.192 -25.236 -7.103
143 H 2.377 -23.808 -8.105

Values from the calculation:
net charge	-1
maximum force	3.82	eV/A
orbital gap	3.8	eV

These are the Mulliken partial charges, in e, on atoms 1 to 8: C -0.7093; C 2.3789; C -1.4972; C 0.7223; C -0.9633; C 3.0613; N 0.9156; O -0.7208


(2)
A cluster of 8 separate species, C31H75Cl2FNO21S7 in total in a non-equilibrium geometry. Source: the OMol25 dataset; level of theory: wB97M-V/def2-TZVPD.

Cartesian coordinates (Å):
1 C -2.224 4.960 0.319
2 C -1.910 3.553 0.870
3 C -2.856 2.479 0.323
4 Cl -2.116 1.702 -1.129
5 C -3.182 1.388 1.332
6 Cl -4.059 2.134 2.722
7 C -1.977 0.681 1.984
8 C -2.677 -0.457 2.748
9 N -3.984 -0.723 2.013
10 C -3.917 0.153 0.790
11 C -5.160 0.212 -0.088
12 C -6.497 0.571 0.567
13 C -6.760 2.057 0.721
14 F -7.761 2.241 1.643
15 H -2.939 4.930 -0.502
16 H -2.647 5.591 1.096
17 H -1.323 5.457 -0.031
18 H -1.977 3.600 1.950
19 H -0.906 3.293 0.551
20 H -3.772 2.950 -0.028
21 H -1.344 0.230 1.224
22 H -1.409 1.336 2.636
23 H -2.029 -1.329 2.748
24 H -2.908 -0.220 3.780
25 H -4.824 -0.682 2.582
26 H -3.877 -1.681 1.669
27 H -3.148 -0.338 0.196
28 H -4.943 0.868 -0.930
29 H -5.270 -0.792 -0.503
30 H -6.651 0.057 1.518
31 H -7.280 0.187 -0.087
32 H -5.886 2.613 1.046
33 H -7.094 2.489 -0.222
34 O -0.777 -4.131 0.709
35 S -2.117 -4.272 0.222
36 O -3.227 -4.057 1.115
37 O -2.274 -5.641 -0.526
38 C -1.886 -6.869 0.156
39 C -2.923 -7.328 1.156
40 C -2.319 -3.240 -1.190
41 H -0.910 -6.732 0.620
42 H -1.769 -7.595 -0.644
43 H -2.993 -6.646 2.003
44 H -2.654 -8.314 1.533
45 H -3.906 -7.384 0.690
46 H -1.487 -3.419 -1.869
47 H -2.307 -2.207 -0.845
48 H -3.270 -3.475 -1.661
49 O 0.713 4.401 2.480
50 S 1.432 3.171 2.627
51 O 0.733 2.006 3.096
52 O 2.723 3.417 3.491
53 C 2.585 4.082 4.777
54 C 2.066 3.167 5.864
55 C 2.252 2.778 1.121
56 H 1.960 4.967 4.660
57 H 3.590 4.423 5.013
58 H 1.030 2.883 5.680
59 H 2.112 3.671 6.829
60 H 2.655 2.252 5.915
61 H 2.796 3.655 0.783
62 H 1.486 2.502 0.399
63 H 2.923 1.942 1.298
64 O 1.651 -6.614 -2.351
65 S 1.988 -5.313 -1.853
66 O 1.320 -4.148 -2.355
67 O 3.553 -5.109 -1.963
68 C 4.177 -5.342 -3.252
69 C 3.971 -4.192 -4.215
70 C 1.868 -5.315 -0.104
71 H 3.812 -6.284 -3.663
72 H 5.233 -5.469 -3.025
73 H 2.927 -4.103 -4.512
74 H 4.570 -4.354 -5.111
75 H 4.269 -3.250 -3.756
76 H 2.400 -6.176 0.293
77 H 0.808 -5.374 0.114
78 H 2.280 -4.388 0.283
79 O -0.819 4.587 -5.297
80 S -2.219 4.423 -5.045
81 O -3.018 3.635 -5.929
82 O -2.878 5.852 -4.856
83 C -2.644 6.841 -5.892
84 C -3.501 6.611 -7.118
85 C -2.447 3.849 -3.397
86 H -1.582 6.858 -6.138
87 H -2.889 7.791 -5.423
88 H -3.214 5.701 -7.641
89 H -3.390 7.451 -7.804
90 H -4.551 6.518 -6.840
91 H -1.862 4.471 -2.725
92 H -2.099 2.823 -3.358
93 H -3.506 3.895 -3.155
94 O 5.824 5.531 -6.761
95 S 4.786 6.483 -7.013
96 O 4.304 7.304 -5.946
97 O 3.562 5.733 -7.694
98 C 3.066 4.545 -7.033
99 C 2.206 4.865 -5.829
100 C 5.218 7.499 -8.381
101 H 3.907 3.903 -6.770
102 H 2.483 4.028 -7.793
103 H 2.801 5.314 -5.033
104 H 1.746 3.956 -5.447
105 H 1.421 5.568 -6.093
106 H 5.549 6.864 -9.197
107 H 6.025 8.148 -8.049
108 H 4.350 8.087 -8.665
109 O 0.996 1.355 10.615
110 S 0.272 2.542 10.278
111 O 0.843 3.500 9.382
112 O -0.188 3.268 11.607
113 C 0.824 3.545 12.608
114 C 1.678 4.745 12.255
115 C -1.334 2.112 9.702
116 H 1.429 2.651 12.764
117 H 0.264 3.727 13.521
118 H 2.303 4.547 11.386
119 H 2.326 4.992 13.096
120 H 1.051 5.606 12.026
121 H -1.780 1.412 10.403
122 H -1.205 1.649 8.727
123 H -1.928 3.018 9.618
124 O 3.795 -12.293 -1.141
125 S 4.399 -11.783 -2.334
126 O 5.802 -11.516 -2.361
127 O 3.607 -10.479 -2.783
128 C 3.420 -9.449 -1.787
129 C 4.681 -8.629 -1.580
130 C 3.970 -12.794 -3.707
131 H 3.076 -9.894 -0.852
132 H 2.621 -8.814 -2.162
133 H 5.472 -9.223 -1.126
134 H 4.476 -7.776 -0.930
135 H 5.055 -8.262 -2.536
136 H 2.897 -12.960 -3.698
137 H 4.505 -13.732 -3.586
138 H 4.284 -12.293 -4.619

Values from the calculation:
net charge	+1
maximum force	1.89	eV/A
orbital gap	9.4	eV

These are the Mulliken partial charges, in e, on atoms 1 to 8: C -1.6283; C 0.3373; C -0.2911; Cl -0.2614; C 0.7757; Cl -0.0878; C -0.5734; C -1.0426


(3)
A cluster of 9 separate species, C31H75N5O13 in total in a non-equilibrium geometry. Source: the OMol25 dataset; level of theory: wB97M-V/def2-TZVPD.

Cartesian coordinates (Å):
1 C 13.831 20.277 13.466
2 O 13.112 19.124 13.493
3 C 13.500 18.138 12.596
4 C 15.032 17.799 12.603
5 O 15.703 17.702 13.838
6 C 15.498 16.451 14.430
7 H 14.216 20.519 12.463
8 H 14.695 20.305 14.151
9 H 13.215 21.131 13.745
10 H 13.157 18.372 11.616
11 H 12.888 17.243 12.877
12 H 15.490 18.657 12.139
13 H 15.291 16.933 11.981
14 H 14.458 16.336 14.830
15 H 16.203 16.427 15.258
16 H 15.719 15.642 13.707
17 C 9.916 16.872 13.112
18 O 9.413 16.341 14.353
19 C 9.982 17.005 15.474
20 C 9.739 16.194 16.722
21 O 10.664 15.128 16.835
22 C 10.230 14.249 17.807
23 H 9.682 17.913 12.896
24 H 9.531 16.216 12.300
25 H 11.044 16.810 13.139
26 H 9.475 17.985 15.666
27 H 11.063 17.280 15.379
28 H 8.754 15.766 16.740
29 H 9.809 16.906 17.562
30 H 10.920 13.444 17.921
31 H 9.244 13.792 17.669
32 H 10.133 14.778 18.775
33 C 14.512 8.088 16.667
34 O 13.351 8.077 15.889
35 C 13.567 8.689 14.615
36 C 12.290 8.446 13.819
37 O 11.349 9.556 13.940
38 C 10.699 9.420 15.233
39 H 14.411 7.407 17.502
40 H 14.782 9.046 17.041
41 H 15.389 7.846 16.069
42 H 14.487 8.260 14.194
43 H 13.711 9.767 14.683
44 H 11.819 7.499 14.077
45 H 12.398 8.469 12.740
46 H 10.118 8.462 15.214
47 H 9.996 10.274 15.233
48 H 11.415 9.614 16.064
49 C 18.847 11.914 9.651
50 O 18.008 12.232 8.572
51 C 16.635 12.327 8.824
52 C 16.069 13.617 8.173
53 O 16.599 14.816 8.725
54 C 16.176 15.187 10.025
55 H 19.005 12.809 10.321
56 H 19.787 11.602 9.242
57 H 18.406 11.138 10.229
58 H 16.483 12.454 9.901
59 H 16.047 11.441 8.511
60 H 14.982 13.627 8.336
61 H 16.387 13.617 7.110
62 H 15.084 15.211 10.049
63 H 16.577 16.163 10.220
64 H 16.547 14.540 10.823
65 C 15.775 11.714 12.448
66 C 15.959 10.226 12.160
67 O 16.829 9.557 12.745
68 N 15.136 9.667 11.229
69 C 15.220 8.279 10.894
70 H 15.818 11.928 13.518
71 H 14.826 12.069 12.026
72 H 16.659 12.161 12.002
73 H 14.535 10.264 10.701
74 H 15.180 7.564 11.741
75 H 16.179 8.087 10.375
76 H 14.427 8.107 10.186
77 C 7.969 9.970 11.211
78 C 7.948 11.074 10.199
79 O 7.446 12.170 10.436
80 N 8.424 10.790 8.981
81 C 8.319 11.810 7.950
82 H 8.630 9.183 10.897
83 H 6.955 9.683 11.461
84 H 8.377 10.278 12.198
85 H 8.840 9.903 8.695
86 H 7.257 11.984 7.741
87 H 8.952 11.485 7.114
88 H 8.734 12.755 8.309
89 C 12.351 16.431 9.355
90 C 10.980 15.775 9.450
91 O 10.855 14.543 9.465
92 N 9.926 16.604 9.408
93 C 8.622 15.920 9.614
94 H 13.056 15.599 9.330
95 H 12.439 16.936 10.307
96 H 12.376 17.100 8.461
97 H 10.085 17.591 9.518
98 H 7.841 16.629 9.958
99 H 8.683 15.110 10.367
100 H 8.300 15.456 8.654
101 C 12.741 13.218 14.396
102 C 12.506 13.814 13.004
103 O 13.413 14.362 12.407
104 N 11.186 13.852 12.584
105 C 9.982 13.295 13.186
106 H 13.654 13.575 14.868
107 H 12.780 12.150 14.373
108 H 11.929 13.469 15.086
109 H 11.055 14.159 11.625
110 H 9.345 13.216 12.291
111 H 9.566 13.970 13.995
112 H 10.066 12.267 13.536
113 C 12.372 12.306 7.589
114 C 12.646 11.464 8.815
115 O 13.669 10.771 8.928
116 N 11.705 11.481 9.740
117 C 11.796 10.751 11.017
118 H 12.004 13.311 7.879
119 H 11.565 11.881 6.975
120 H 13.237 12.393 6.935
121 H 11.031 12.256 9.694
122 H 12.206 9.763 10.792
123 H 10.815 10.639 11.484
124 H 12.450 11.192 11.744

Values from the calculation:
energy above the lowest of the compared OMol25 structures with the same formula, charge and spin	0.0	kJ/mol
SMILES string	CNC(C)=O.CNC(C)=O.CNC(C)=O.CNC(C)=O.CNC(C)=O.COCCOC.COCCOC.COCCOC.COCCOC
maximum force	3.01	eV/A
orbital gap	9.4	eV

These are the Mulliken partial charges, in e, on atoms 1 to 8: C -0.7922; O -0.2731; C 0.4925; C 0.2011; O -0.4522; C -0.2253; H 0.3157; H 0.2439